No. 1
ORCA calculation (ωB97M-V/def2-TZVPD) on a structure of composition C28H36CsN2O6Te.

Last column: Löwdin charge in e.
Cartesian coordinates (Å):
1 Cs 1.796 0.702 -0.103  1.17
2 C 2.835 3.328 3.855  -0.02
3 C 3.376 2.615 2.624  -0.40
4 O 2.841 1.545 2.318  -0.18
5 C 4.500 3.210 1.915  -0.11
6 C 5.339 4.090 2.632  -0.07
7 C 6.488 4.617 2.103  -0.13
8 C 6.828 4.277 0.779  -0.11
9 C 6.028 3.464 0.030  -0.03
10 C 4.800 2.904 0.534  -0.40
11 O 4.050 2.231 -0.230  -0.29
12 H 1.840 2.944 4.068  0.06
13 H 2.796 4.408 3.726  0.08
14 H 3.472 3.117 4.718  0.09
15 H 5.085 4.333 3.657  0.10
16 H 7.123 5.268 2.690  0.08
17 H 7.739 4.674 0.344  0.09
18 H 6.280 3.216 -0.994  0.10
19 C 0.277 -0.225 -3.576  -0.15
20 O 1.140 -1.008 -2.775  -0.30
21 C 2.115 -1.718 -3.503  -0.20
22 C 3.388 -0.918 -3.656  -0.22
23 O 3.974 -0.791 -2.380  -0.22
24 C 5.112 0.048 -2.387  -0.11
25 H -0.155 -0.826 -4.383  0.08
26 H 0.799 0.637 -4.011  0.08
27 H -0.543 0.102 -2.940  0.02
28 H 1.728 -2.011 -4.486  0.13
29 H 2.335 -2.626 -2.938  0.13
30 H 3.166 0.075 -4.072  0.13
31 H 4.080 -1.423 -4.347  0.13
32 H 5.879 -0.345 -3.065  0.09
33 H 5.499 0.087 -1.372  0.09
34 H 4.849 1.069 -2.681  0.09
35 C -7.386 -4.552 -3.876  -0.07
36 C -6.187 -3.914 -3.225  -0.30
37 C -6.223 -3.471 -1.913  -0.04
38 C -5.124 -2.868 -1.303  -0.34
39 C -5.258 -2.411 0.122  -0.13
40 C -3.928 -2.691 -2.019  -0.59
41 Te -2.259 -1.725 -1.136  0.69
42 C -3.880 -3.151 -3.350  -0.34
43 C -2.644 -3.000 -4.195  -0.13
44 C -4.999 -3.746 -3.924  -0.04
45 H -8.208 -4.655 -3.166  0.06
46 H -7.152 -5.547 -4.262  0.07
47 H -7.749 -3.956 -4.718  0.07
48 H -7.138 -3.594 -1.338  0.10
49 H -6.247 -2.655 0.516  0.06
50 H -5.093 -1.334 0.199  0.04
51 H -4.493 -2.869 0.752  0.05
52 H -1.750 -3.261 -3.629  0.03
53 H -2.515 -1.958 -4.504  0.07
54 H -2.711 -3.622 -5.090  0.06
55 H -4.935 -4.092 -4.953  0.11
56 O 0.486 -0.370 6.916  -0.04
57 C 0.848 0.817 6.254  -0.26
58 N 0.323 0.907 4.912  0.09
59 C -1.024 1.011 4.754  -0.43
60 O -1.768 1.040 5.728  0.05
61 C -1.551 1.110 3.362  -0.11
62 C -2.919 0.998 3.137  0.00
63 C -3.389 1.082 1.842  -0.05
64 C -2.480 1.280 0.809  -0.19
65 N -1.172 1.415 1.017  0.02
66 C -0.728 1.326 2.264  -0.13
67 H -0.474 -0.331 7.018  0.08
68 H 1.933 0.838 6.197  0.13
69 H 0.493 1.687 6.812  0.13
70 H 0.921 0.685 4.133  0.12
71 H -3.578 0.831 3.978  0.12
72 H -4.440 0.963 1.618  0.10
73 H -2.809 1.294 -0.222  0.06
74 H 0.345 1.417 2.391  0.05

Results
* total charge: -1
* multiplicity: 1

No. 2
ORCA calculation (ωB97M-V/def2-TZVPD) on a structure of composition C7H6 at a distorted geometry.

Last column: Löwdin charge in e.
Cartesian coordinates (Å):
1 C -2.660 0.322 -0.172  -0.25
2 C -3.462 -0.596 -0.654  0.12
3 C -1.615 -0.927 -0.636  -0.15
4 C 1.759 0.623 0.488  0.02
5 C -1.553 1.191 0.198  0.04
6 C 0.742 -0.154 0.148  -0.15
7 C -0.652 0.160 -0.091  -0.23
8 H -1.576 -1.974 -0.262  0.13
9 H -1.510 -1.003 -1.692  0.10
10 H 1.766 1.725 0.473  0.07
11 H 2.771 0.255 0.711  0.06
12 H -1.306 2.227 0.569  0.13
13 H 0.910 -1.207 -0.061  0.11

Results
* multiplicity: 1

No. 3
ORCA calculation (ωB97M-V/def2-TZVPD) on the ion C6H14N3O2P with charge +2 at a distorted geometry.

Last column: Löwdin charge in e.
Cartesian coordinates (Å):
1 C 1.243 -3.372 1.182  -0.04
2 C -0.208 -3.138 1.588  -0.12
3 O -0.924 -2.138 0.788  -0.10
4 P -0.536 -0.766 0.394  1.02
5 N 0.850 -0.111 0.683  0.04
6 C 1.123 1.120 0.146  -0.33
7 C 2.363 1.794 0.433  0.05
8 N 0.173 1.774 -0.526  0.19
9 C -1.260 1.453 -0.807  -0.57
10 C -1.736 1.972 -2.101  0.02
11 O -1.941 1.990 0.299  0.06
12 N -1.350 -0.042 -0.837  0.05
13 H 1.505 -3.713 0.236  0.09
14 H 1.714 -2.483 1.154  0.02
15 H 1.820 -3.897 1.849  0.09
16 H -0.260 -2.963 2.607  0.12
17 H -0.618 -4.163 1.479  0.16
18 H 2.846 1.307 1.144  0.05
19 H 2.219 2.926 0.663  0.17
20 H 2.953 1.792 -0.553  0.16
21 H 0.390 2.533 -1.157  0.18
22 H -2.686 1.384 -2.400  0.16
23 H -1.093 1.877 -2.875  0.06
24 H -1.871 3.112 -2.144  0.16
25 H -2.836 2.371 0.225  0.16
26 H -1.880 -0.618 -1.471  0.15

Results
* SMILES string: CCOP1=NC(C)=[NH+][C@](C)(O)[NH+]=1
* total charge: +2
* multiplicity: 1

The evaluated orbital gap for the records listed, in turn: 5.2695, 8.4347, 9.4132 eV.
The evaluated highest occupied orbital energy for the records listed, in turn: -3.316, -8.532, -19.211 eV.
The evaluated energy above the lowest of the compared OMol25 structures with the same formula, charge and spin for the records listed, in turn: 0.431, 3.883, 0.147 eV.